(1)
The following is a DFT calculation (wB97M-V/def2-TZVPD) of C47H61N7P2V as an isolated structure at a distorted geometry.

Properties
HOMO level, eV: -15.2
Charge: +3
LUMO, eV: -8.9
Frontier orbital gap, eV: 6.330
DFT total energy, Ha: -3836.735553

Last column: Löwdin charge in e.
Positions of all 118 atoms, in Å:
1 V -0.19 -0.02 -1.68  0.694
2 P 2.28 0.09 0.55  0.743
3 P -1.88 1.05 -0.15  1.150
4 N 0.18 2.05 -2.06  0.023
5 N 0.44 -1.47 -3.00  -0.092
6 N 1.00 -0.19 -0.57  -0.151
7 N 3.56 -0.66 -0.14  -0.201
8 N 1.27 -0.57 -3.75  0.062
9 N 2.66 1.66 0.70  -0.177
10 N 1.77 -0.47 1.98  -0.173
11 C 4.78 -0.74 0.70  -0.173
12 C -3.87 -2.12 -4.36  -0.017
13 C -0.72 5.45 -0.82  -0.020
14 C -2.54 -0.83 3.43  -0.038
15 C -2.08 -0.24 -3.50  -0.151
16 C 1.86 2.62 1.48  -0.191
17 C -2.14 -4.66 0.29  -0.024
18 C 1.66 -0.67 4.43  -0.155
19 C -0.46 3.12 -1.28  -0.311
20 C -3.58 1.08 -0.75  -0.324
21 C 6.00 -1.73 -1.27  -0.176
22 C -5.15 1.87 -2.41  -0.042
23 C -2.61 -3.43 -0.16  -0.240
24 C -2.46 -0.58 2.07  -0.108
25 C -1.39 2.79 -0.31  -0.310
26 C -2.07 0.10 4.35  -0.047
27 C 6.03 -0.68 -0.17  -0.162
28 C 3.50 -1.68 -1.18  -0.198
29 C -2.66 -0.09 -4.75  -0.047
30 C -2.02 3.83 0.39  -0.053
31 C 2.42 -0.07 3.26  -0.155
32 C -5.93 0.61 -0.52  -0.040
33 C 1.83 -2.72 2.99  -0.155
34 C -3.28 -2.26 -3.12  0.012
35 C -1.90 0.62 1.60  -0.307
36 C -3.03 -5.68 0.59  -0.049
37 C -1.61 -1.42 -1.38  -0.237
38 C 3.74 4.29 1.33  -0.178
39 C -3.99 -3.20 -0.24  -0.068
40 C 1.10 -1.79 2.04  -0.197
41 C 4.72 -1.59 -2.09  -0.176
42 C -4.88 -4.21 0.09  -0.045
43 C -3.85 1.77 -1.93  -0.098
44 C -0.11 4.44 -1.54  -0.014
45 C -3.58 -1.04 -5.18  -0.034
46 C -1.64 -2.35 -0.42  -0.069
47 C 1.75 -2.19 4.42  -0.161
48 C -4.64 0.51 -0.04  -0.068
49 C -4.40 -5.46 0.49  -0.043
50 C 4.52 3.28 0.51  -0.161
51 C -6.19 1.29 -1.70  -0.032
52 C -1.53 1.30 3.90  -0.054
53 C 3.57 2.35 -0.24  -0.178
54 C -2.39 -1.30 -2.63  -0.255
55 C 2.76 3.58 2.25  -0.159
56 C -1.44 1.55 2.54  -0.094
57 C -1.68 5.14 0.15  -0.021
58 H 4.67 -2.36 -2.86  0.123
59 H 1.18 2.09 -1.88  0.087
60 H 4.71 -0.62 -2.60  0.117
61 H -5.10 -6.25 0.74  0.120
62 H 3.46 -0.42 3.28  0.122
63 H -3.06 2.27 -2.48  0.107
64 H -4.47 0.00 0.90  0.095
65 H 0.89 -2.62 4.93  0.119
66 H -5.35 2.42 -3.32  0.121
67 H -1.04 2.49 2.21  0.082
68 H 0.62 -0.34 4.37  0.089
69 H -7.20 1.37 -2.07  0.123
70 H 4.41 4.93 1.90  0.127
71 H -4.57 -2.88 -4.70  0.127
72 H 3.46 -2.68 -0.72  0.137
73 H 1.41 -3.72 2.91  0.123
74 H -2.67 -6.64 0.92  0.118
75 H 1.25 3.19 0.77  0.110
76 H -2.90 -1.30 1.40  0.079
77 H 0.09 2.30 -3.05  0.127
78 H -1.37 0.57 -3.26  0.064
79 H 0.88 -2.31 -2.62  0.135
80 H 6.88 -1.63 -1.91  0.127
81 H 0.61 4.68 -2.31  0.129
82 H -2.80 3.60 1.11  0.131
83 H 4.11 1.61 -0.82  0.101
84 H 1.20 2.07 2.13  0.087
85 H -3.51 -3.13 -2.52  0.110
86 H -4.36 -2.23 -0.53  0.105
87 H -6.75 0.18 0.05  0.122
88 H 2.13 4.29 2.78  0.128
89 H -2.17 5.93 0.69  0.128
90 H 2.87 -2.80 2.66  0.111
91 H -2.99 -1.75 3.77  0.125
92 H -0.33 -1.79 -3.59  0.119
93 H 0.07 -1.63 2.37  0.110
94 H 6.12 0.32 -0.60  0.115
95 H -0.84 -2.30 0.31  0.076
96 H 5.16 2.68 1.16  0.122
97 H -1.08 -4.83 0.39  0.115
98 H -4.06 -0.94 -6.14  0.124
99 H 2.24 -0.87 -3.75  0.097
100 H -5.94 -4.04 0.03  0.118
101 H 0.96 -0.56 -4.72  0.121
102 H -2.41 0.76 -5.37  0.122
103 H -1.19 2.04 4.60  0.124
104 H 2.06 -0.26 5.36  0.132
105 H 3.32 3.03 3.01  0.118
106 H 1.07 -2.21 1.03  0.093
107 H 2.45 1.02 3.33  0.092
108 H 2.63 -2.52 4.98  0.122
109 H 6.05 -2.73 -0.83  0.127
110 H 4.75 -1.68 1.27  0.129
111 H 6.90 -0.82 0.48  0.131
112 H 2.95 2.95 -0.92  0.114
113 H 3.18 4.96 0.66  0.121
114 H 4.77 0.09 1.41  0.107
115 H 5.17 3.77 -0.21  0.130
116 H -0.47 6.48 -1.01  0.128
117 H -2.15 -0.09 5.41  0.126
118 H 2.58 -1.51 -1.74  0.052

(2)
The following is a DFT calculation (wB97M-V/def2-TZVPD) of a 3-piece molecular cluster, C5H14O3 overall at a distorted geometry.

Properties
HOMO level, eV: -9.3
SMILES string: CC/C=C/CO.O.O
LUMO, eV: 0.6
Frontier orbital gap, eV: 9.935
DFT total energy, Ha: -424.568919
Relative energy (zero: lowest compared OMol25 entry of this formula, charge and spin), kcal per mole: 23.41

Last column: Löwdin charge in e.
Positions of all 22 atoms, in Å:
1 O 0.83 -1.07 -2.55  -0.067
2 O 0.43 -2.71 -0.31  -0.100
3 O -2.01 0.18 -2.27  -0.075
4 C 0.98 2.37 1.52  -0.114
5 C -0.60 0.44 1.14  -0.123
6 C -0.21 -1.96 0.76  -0.219
7 C -0.35 1.96 0.93  -0.230
8 C 0.14 -0.51 0.60  -0.122
9 H 1.86 1.96 1.05  0.067
10 H -1.65 -0.17 -1.44  0.008
11 H -0.27 1.90 -0.13  0.085
12 H 0.14 -2.39 1.70  0.118
13 H 1.00 2.16 2.58  0.070
14 H 0.94 -3.43 0.07  0.074
15 H 1.12 3.45 1.52  0.069
16 H 0.84 -2.04 -2.65  0.041
17 H 1.03 -0.19 0.06  0.114
18 H -1.28 -2.15 0.65  0.118
19 H -1.15 0.42 -2.67  0.020
20 H -1.46 0.16 1.76  0.111
21 H 0.96 -0.85 -3.49  0.048
22 H -1.28 2.47 1.17  0.106

(3)
The following is a DFT calculation (wB97M-V/def2-TZVPD) of C55H48N5O4PS3Ti as an isolated structure at a distorted geometry.

Properties
HOMO level, eV: -12.0
Charge: +2
LUMO, eV: -5.1
Frontier orbital gap, eV: 6.962
DFT total energy, Ha: -5084.355380
Relative energy (zero: lowest compared OMol25 entry of this formula, charge and spin), kcal per mole: 28.29

Last column: Löwdin charge in e.
Positions of all 117 atoms, in Å:
1 Ti -0.77 -0.53 0.41  1.020
2 S -0.46 2.36 -1.92  1.065
3 S -3.85 -3.94 1.51  1.098
4 S -3.38 -1.68 -2.50  1.096
5 P 1.24 1.03 1.15  1.168
6 O -2.91 1.69 2.68  0.109
7 O -0.72 0.98 -1.35  -0.609
8 O -2.56 -0.81 -1.62  -0.580
9 O -1.48 0.82 1.25  -0.225
10 N -0.09 -1.84 -0.85  -0.043
11 N -0.22 -1.74 1.73  -0.052
12 N 1.78 -0.46 -2.14  0.158
13 N -0.23 -1.67 -2.29  0.008
14 N -2.70 -1.76 0.81  -0.089
15 C -0.83 4.87 -0.96  -0.102
16 C 1.26 4.15 3.84  -0.032
17 C -0.81 -2.76 -3.08  -0.188
18 C 1.63 3.14 2.96  -0.085
19 C 4.29 3.93 -0.78  -0.056
20 C 0.13 -1.59 3.08  -0.265
21 C 2.44 -0.03 2.02  -0.373
22 C 0.31 -5.49 0.00  -0.058
23 C -0.55 -0.68 3.90  -0.011
24 C 4.69 2.63 -0.49  -0.063
25 C -0.07 4.32 4.18  -0.034
26 C 0.91 -0.86 -4.34  -0.008
27 C 1.93 -0.08 -4.88  -0.020
28 C -0.09 -3.01 1.17  -0.259
29 C -0.66 2.47 2.75  -0.127
30 C 2.48 2.11 0.30  -0.335
31 C 2.90 -1.10 1.26  -0.137
32 C -2.74 -3.95 -3.90  -0.057
33 C -0.23 -4.18 1.91  -0.030
34 C -3.06 4.28 0.57  -0.041
35 C -0.03 -5.42 1.34  -0.059
36 C 3.79 1.72 0.05  -0.102
37 C -2.57 0.39 -4.27  -0.214
38 C 0.89 -1.21 5.75  -0.063
39 C -1.43 5.86 -0.22  -0.044
40 C 0.90 -1.01 -2.95  -0.249
41 C 2.75 0.27 -2.67  -0.083
42 C -3.59 -0.72 -4.09  -0.259
43 C -2.46 3.27 -0.17  -0.069
44 C -1.91 -4.89 -4.49  -0.022
45 C -2.86 -3.01 0.46  -0.479
46 C -2.54 5.56 0.56  -0.043
47 C -1.64 2.56 -3.37  -0.248
48 C -1.33 3.57 -0.91  -0.387
49 C 2.97 0.22 3.28  -0.071
50 C -2.19 -2.88 -3.20  -0.284
51 C 1.54 -2.15 4.97  -0.064
52 C -3.43 -1.47 1.93  -0.197
53 C 3.98 -0.59 3.76  -0.064
54 C 4.47 -1.63 2.99  -0.060
55 C -1.78 1.63 2.22  -0.571
56 C 0.68 2.28 2.39  -0.248
57 C 3.93 -1.89 1.74  -0.067
58 C -1.02 3.48 3.64  0.005
59 C -0.54 -4.74 -4.42  -0.019
60 C 0.02 -3.68 -3.73  -0.040
61 C -4.10 -2.53 2.46  -0.332
62 C -0.16 -0.48 5.21  -0.050
63 C 0.08 -3.08 -0.24  -0.224
64 C -2.80 1.57 -3.32  -0.225
65 C 0.35 -4.34 -0.78  -0.015
66 C 2.86 0.50 -4.04  -0.011
67 C 2.08 3.40 -0.03  -0.132
68 C 1.17 -2.33 3.65  -0.048
69 C 2.98 4.31 -0.55  -0.055
70 H -3.81 -4.06 -3.97  0.124
71 H 0.11 -5.45 -4.90  0.126
72 H -0.36 5.12 4.84  0.117
73 H -0.98 -0.93 -2.24  0.098
74 H 5.71 2.33 -0.66  0.116
75 H 1.09 -3.56 -3.68  0.138
76 H 4.39 -0.40 4.74  0.118
77 H -3.72 2.08 -3.60  0.134
78 H -0.13 -6.31 1.93  0.116
79 H 5.27 -2.25 3.37  0.113
80 H 1.98 0.07 -5.95  0.124
81 H -4.60 -0.31 -4.06  0.101
82 H -0.49 -4.10 2.96  0.130
83 H -0.68 0.24 5.81  0.115
84 H -3.48 -0.46 2.29  0.102
85 H -3.01 6.34 1.15  0.117
86 H -1.98 3.59 -3.32  0.098
87 H 2.34 -2.74 5.38  0.118
88 H 0.62 -4.47 -1.81  0.078
89 H -1.04 6.87 -0.24  0.118
90 H 0.18 -1.34 -4.98  0.122
91 H 4.13 0.72 0.29  0.103
92 H -2.65 0.75 -5.30  0.137
93 H -3.54 -1.44 -4.90  0.096
94 H -1.03 2.45 -4.27  0.092
95 H 2.67 5.32 -0.77  0.110
96 H 2.58 1.02 3.89  0.105
97 H 3.45 0.71 -1.98  0.090
98 H -2.92 1.21 -2.30  0.079
99 H 2.02 4.80 4.25  0.118
100 H -2.34 -5.74 -4.99  0.126
101 H 3.65 1.11 -4.43  0.119
102 H -1.40 -0.15 3.52  0.087
103 H 4.30 -2.72 1.15  0.113
104 H -2.07 3.60 3.89  0.127
105 H 5.00 4.64 -1.16  0.113
106 H 0.02 5.08 -1.59  0.112
107 H 2.45 -1.30 0.29  0.087
108 H -2.87 2.27 -0.17  0.116
109 H 0.53 -6.44 -0.46  0.113
110 H 2.67 3.05 2.67  0.117
111 H 1.06 3.70 0.19  0.078
112 H 1.71 -3.04 3.04  0.117
113 H -3.94 4.06 1.16  0.120
114 H -2.42 -3.47 -0.41  0.075
115 H -4.72 -2.56 3.33  0.080
116 H -1.56 0.00 -4.14  0.086
117 H 1.19 -1.06 6.77  0.112

(4)
The following is a DFT calculation (wB97M-V/def2-TZVPD) of the molecule C3H3NS3.

Properties
HOMO level, eV: -8.7
SMILES string: S=CN(C=S)C=S
LUMO, eV: -1.1
Frontier orbital gap, eV: 7.580
DFT total energy, Ha: -1365.376805
Relative energy (zero: lowest compared OMol25 entry of this formula, charge and spin), kcal per mole: 38.03

Last column: Löwdin charge in e.
Positions of all 10 atoms, in Å:
1 S -1.27 -2.01 -1.26  0.711
2 S 0.89 2.09 1.55  0.702
3 S 2.64 0.27 -0.61  0.721
4 N 0.00 0.02 0.00  -0.250
5 C 1.26 -0.51 -0.39  -0.695
6 C -0.19 1.18 0.77  -0.683
7 C -1.15 -0.67 -0.36  -0.660
8 H 1.15 -1.58 -0.57  0.021
9 H -1.27 1.40 0.82  0.065
10 H -2.06 -0.19 0.04  0.067

Q: Which of these has the lowest frontier orbital gap?
A: C47H61N7P2V